[1]
Density functional theory data (the ωB97M-V functional and the def2-TZVPD basis) for a cluster of 2 separate species, C5H12O2 in total.

```
19
Properties=species:S:1:pos:R:3
C -2.1778 -1.2183 -0.8912
C -1.5746 -0.0951 -0.0328
C -0.0873 -0.2452 0.1304
C 0.5880 -0.0060 1.2436
C 2.0891 -0.1305 1.3819
O 2.5308 0.3224 2.6765
H -3.0316 -0.8860 -1.4814
H -2.4412 -2.0979 -0.3000
H -1.4329 -1.5372 -1.6187
H -2.0673 0.0381 0.9295
H -1.7491 0.8558 -0.5471
H 0.4713 -0.5526 -0.7499
H 0.0808 0.3040 2.1558
H 2.5987 0.5215 0.6782
H 2.3667 -1.1711 1.2438
H 2.6076 -0.4309 3.2665
O -1.0950 1.3314 -3.5781
H -0.7097 0.4942 -3.8432
H -0.5771 1.6940 -2.8537
```

Output
- Structure (SMILES): CC/C=C/CO.O
- Calculated total energy: -9473.517 eV
- F_max: 0.98 eV/A
- Orbital gap: 0.374 hartree
- ΔE to the lowest compared entry with this formula, charge and spin: 37.3 kcal/mol
- Net charge: 0

---

[2]
Density functional theory data (the ωB97M-V functional and the def2-TZVPD basis) for a cluster of 3 separate species, C5H12O2 in total at a distorted geometry.

```
19
Properties=species:S:1:pos:R:3
C 2.3108 -2.1287 -2.3493
C 1.2310 -1.2765 -2.3236
C 1.1298 -0.1676 -1.3662
C 1.5935 -0.1500 -0.0232
C 0.3561 0.9930 -1.8518
H 3.1879 -2.0772 -1.6601
H 2.2494 -2.8916 -3.2047
H 0.4127 -1.4538 -3.0388
H 1.6008 0.7130 0.6548
H 1.7669 -0.9878 0.5523
H 0.9890 1.7085 -2.3689
H -0.2854 1.4351 -1.1090
H -0.3732 0.7947 -2.6541
O -1.2253 1.9956 3.4684
H -0.8401 2.5183 2.7812
H -1.9035 2.5830 3.8638
O -3.9453 -0.8914 3.4786
H -4.8209 -0.5101 3.3254
H -3.4341 -0.2065 3.8252
```

Output
- Structure (SMILES): C=CC(=C)C.O.O
- Calculated total energy: -9472.241 eV
- F_max: 4.20 eV/A
- Orbital gap: 0.329 hartree
- ΔE to the lowest compared entry with this formula, charge and spin: 66.8 kcal/mol
- Net charge: 0

---

| no. | HOMO energy (eV) |
| --- | --- |
| 1 | -9.38 |
| 2 | -8.45 |